Record 1
Entry from OMol25: 5 unconnected molecules or ions with the total composition C26H39BN2O20S4 in a non-equilibrium geometry (ωB97M-V/def2-TZVPD).

Output
electronic energy	-4245.95795	a.u.
SMILES	C#Cc1nc2cc(B(O)OC)cc(CCCCO)c2nc1CCCO.O=S1(=O)OCCO1.O=S1(=O)OCCO1.O=S1(=O)OCCO1.O=S1(=O)OCCO1
HOMO energy	-9.014	eV
spin multiplicity	1
max |F|	1.8	eV Å⁻¹
HOMO-LUMO gap	8.38	eV

Positions of all 92 atoms, in Å:
C: 4.83 -1.38 2.73
C: 3.66 -1.25 2.52
C: 2.35 -0.95 1.96
N: 1.84 0.23 2.27
C: 0.60 0.40 1.73
C: -0.05 1.65 1.98
C: -1.29 1.95 1.49
B: -2.00 3.33 1.73
O: -3.38 3.34 1.64
O: -1.31 4.51 2.01
C: -0.89 5.13 0.78
C: -1.98 0.94 0.73
C: -1.40 -0.27 0.46
C: -2.13 -1.33 -0.34
C: -3.33 -0.80 -1.15
C: -4.64 -0.94 -0.37
C: -5.81 -0.11 -0.95
O: -5.43 1.22 -1.29
C: -0.08 -0.54 0.95
N: 0.51 -1.73 0.64
C: 1.71 -1.94 1.12
C: 2.39 -3.25 0.79
C: 3.65 -3.13 -0.09
C: 3.41 -2.58 -1.52
O: 2.03 -2.39 -1.84
H: 5.89 -1.38 2.92
H: 0.47 2.39 2.59
H: -3.69 4.17 1.25
H: -1.27 4.62 -0.11
H: -1.17 6.18 0.75
H: 0.21 5.09 0.73
H: -2.97 1.19 0.38
H: -2.54 -2.05 0.39
H: -1.46 -1.90 -0.98
H: -3.46 -1.38 -2.08
H: -3.21 0.24 -1.47
H: -4.54 -0.65 0.68
H: -4.98 -1.99 -0.35
H: -6.29 -0.60 -1.80
H: -6.56 -0.04 -0.16
H: -5.22 1.20 -2.23
H: 1.68 -3.90 0.28
H: 2.63 -3.74 1.74
H: 4.45 -2.55 0.37
H: 4.05 -4.15 -0.20
H: 4.01 -1.68 -1.66
H: 3.79 -3.32 -2.24
H: 1.95 -1.50 -2.19
O: -4.40 3.56 -5.58
S: -5.20 2.51 -5.07
O: -4.73 1.65 -4.04
O: -5.72 1.62 -6.29
C: -7.15 1.58 -6.29
C: -7.58 2.88 -5.66
O: -6.62 3.10 -4.62
H: -7.47 0.72 -5.69
H: -7.52 1.46 -7.31
H: -8.58 2.84 -5.24
H: -7.51 3.71 -6.37
O: 6.10 -1.68 -4.90
S: 5.44 -2.93 -4.96
O: 5.58 -3.91 -3.93
O: 5.78 -3.61 -6.37
C: 4.57 -3.89 -7.09
C: 3.59 -2.83 -6.61
O: 3.88 -2.69 -5.21
H: 4.23 -4.89 -6.82
H: 4.75 -3.84 -8.16
H: 2.56 -3.12 -6.76
H: 3.78 -1.87 -7.10
O: 9.04 2.96 5.69
S: 8.23 1.91 6.19
O: 8.67 1.05 7.23
O: 7.73 1.03 4.95
C: 6.30 0.99 4.91
C: 5.86 2.30 5.54
O: 6.80 2.51 6.60
H: 5.96 0.13 5.50
H: 5.95 0.88 3.89
H: 4.85 2.26 5.92
H: 5.95 3.12 4.83
O: -3.90 -2.48 4.84
S: -3.39 -1.42 5.63
O: -3.64 -1.34 7.03
O: -3.81 -0.03 4.94
C: -2.64 0.75 4.65
C: -1.55 -0.28 4.42
O: -1.81 -1.30 5.39
H: -2.42 1.38 5.52
H: -2.81 1.37 3.78
H: -0.55 0.13 4.56
H: -1.62 -0.71 3.42

Atom charges from the Löwdin analysis, given in e for atoms 1 to 6: number 1, C, carries 0.13; number 2, C, carries -0.05; number 3, C, carries -0.21; number 4, N, carries 0.20; number 5, C, carries -0.21; number 6, C, carries 0.02

=====

Record 2
Entry from OMol25: a molecular structure, C26H39O6ReSi in a non-equilibrium geometry (ωB97M-V/def2-TZVPD).

Output
electronic energy	-1833.26580	a.u.
HOMO energy (alpha / beta)	-0.851 / -2.651	eV
spin multiplicity	4
max |F|	4.2	eV Å⁻¹
total charge	-1
HOMO-LUMO gap (alpha / beta)	2.95 / 4.74	eV

Positions of all 73 atoms, in Å:
C: -0.19 -0.17 -4.93
C: -1.00 -1.40 -4.42
C: -0.43 0.99 -3.94
C: -1.75 0.70 -3.24
H: -0.41 1.94 -4.48
H: 0.37 0.95 -3.20
C: -1.84 -0.87 -3.27
H: -0.30 -2.20 -4.14
H: -1.68 -1.75 -5.20
C: -1.25 -1.18 -1.89
H: -2.88 -1.23 -3.30
H: -2.58 1.16 -3.81
C: -1.84 1.05 -1.70
C: 1.31 -0.39 -5.03
C: -0.44 0.22 -6.39
O: -0.75 1.36 -6.69
O: 1.95 -1.26 -4.46
O: 1.85 0.49 -5.89
O: -0.28 -0.71 -7.36
C: 0.09 -2.11 -7.15
H: -0.76 -2.68 -6.74
H: 0.97 -2.22 -6.50
H: 0.32 -2.46 -8.16
C: 3.26 0.36 -6.09
H: 3.80 0.57 -5.16
H: 3.49 1.10 -6.86
H: 3.50 -0.66 -6.44
O: -1.76 -0.15 -1.01
H: -0.15 -1.10 -1.89
H: -1.54 -2.16 -1.47
C: -3.20 1.67 -1.44
C: -0.73 1.98 -1.21
H: -0.54 2.78 -1.93
H: 0.19 1.42 -1.01
H: -1.06 2.44 -0.27
H: -3.31 1.91 -0.38
H: -4.01 0.99 -1.75
H: -3.31 2.60 -2.01
Re: 0.92 0.09 3.21
C: -1.47 -0.47 3.61
C: -2.03 -0.51 2.31
C: -1.30 -1.44 1.54
H: -2.94 0.00 2.01
C: -0.23 -1.97 2.32
C: -0.42 -1.49 3.67
H: -0.04 -2.00 4.56
H: -1.91 0.10 4.42
H: -1.53 -1.76 0.54
H: 0.37 -2.83 2.04
C: 2.67 1.31 2.95
C: 2.97 0.10 3.68
C: 2.65 -1.02 2.83
H: 3.39 0.04 4.68
C: 2.13 -0.51 1.60
C: 2.15 0.93 1.67
H: 1.91 1.61 0.86
H: 2.80 2.32 3.31
H: 2.84 -2.06 3.07
H: 1.88 -1.09 0.71
C: 1.51 -0.53 6.78
Si: 0.21 0.73 6.29
C: -1.45 -0.07 6.76
C: 0.37 2.35 7.20
O: 0.27 1.22 4.70
H: 1.44 -0.68 7.87
H: 2.53 -0.19 6.56
H: 1.37 -1.51 6.30
H: -1.46 -0.28 7.84
H: -2.28 0.61 6.55
H: -1.64 -1.02 6.23
H: 1.30 2.86 6.92
H: -0.47 3.01 6.94
H: 0.36 2.18 8.29

Atom charges from the Löwdin analysis, given in e for atoms 1 to 6: number 1, C, carries -0.23; number 2, C, carries -0.05; number 3, C, carries -0.05; number 4, C, carries -0.15; number 5, H, carries 0.13; number 6, H, carries 0.13

=====

Record 3
Entry from OMol25: a molecular structure, C26H40Cl2ErN3O3 in a non-equilibrium geometry (ωB97M-V/def2-TZVPD).

Output
electronic energy	-3340.07001	a.u.
HOMO energy (alpha / beta)	-5.269 / -5.273	eV
spin multiplicity	4
max |F|	5.1	eV Å⁻¹
HOMO-LUMO gap (alpha / beta)	5.26 / 5.26	eV

Positions of all 75 atoms, in Å:
O: -0.81 -1.39 3.86
C: -0.37 -2.40 3.35
C: 1.04 -2.82 3.33
C: 2.16 -1.96 3.19
H: 2.14 -1.09 2.52
C: 3.30 -2.26 3.93
H: 4.13 -1.54 3.99
C: 3.35 -3.43 4.71
H: 4.22 -3.65 5.34
C: 2.33 -4.38 4.60
H: 2.35 -5.30 5.19
C: 1.22 -4.12 3.81
H: 0.43 -4.85 3.69
H: -0.98 -2.99 2.66
C: -1.26 -3.70 -0.18
C: 0.07 -3.05 -0.15
H: -1.12 -4.77 0.03
H: -1.59 -3.52 -1.22
H: -2.08 -3.38 0.51
C: 1.26 -3.60 -0.06
C: 1.61 -4.76 -0.96
H: 2.14 -3.20 0.48
H: 2.02 -5.63 -0.45
H: 2.42 -4.38 -1.59
H: 0.77 -5.10 -1.58
Er: 0.14 -1.05 -1.04
Cl: 2.40 -0.24 -0.25
Cl: 0.16 -2.26 -3.24
C: 1.10 0.89 -2.97
O: 0.25 1.11 -2.04
N: 1.02 1.41 -4.17
C: -0.24 2.08 -4.55
C: 2.09 1.23 -5.16
H: 1.95 0.21 -2.77
H: -0.91 1.93 -3.70
H: -0.66 1.63 -5.45
H: -0.05 3.16 -4.68
H: 2.88 0.60 -4.74
H: 2.53 2.19 -5.44
H: 1.73 0.74 -6.08
H: -5.08 -0.13 -1.80
H: -5.86 0.13 0.73
C: -4.58 -1.02 -1.43
C: -5.20 -0.72 0.96
N: -4.15 -0.82 -0.05
H: -3.72 -1.25 -2.06
C: -2.87 -0.61 0.23
O: -1.97 -0.57 -0.66
H: -4.78 -0.58 1.96
H: -2.60 -0.53 1.29
H: -5.29 -1.84 -1.46
H: -5.81 -1.62 0.95
C: -0.06 4.87 -0.98
N: 0.92 3.77 -1.19
C: 1.94 4.18 -2.20
C: 1.62 3.29 0.09
C: 0.59 3.04 1.13
C: 0.20 4.08 2.03
C: -0.80 3.84 2.96
C: -1.37 2.57 3.06
C: -0.94 1.53 2.20
C: -0.01 1.82 1.25
H: 0.44 5.69 -0.45
H: -0.93 4.51 -0.41
H: -0.38 5.20 -1.98
H: 0.40 2.92 -1.51
H: 2.50 5.02 -1.76
H: 2.61 3.34 -2.41
H: 1.42 4.51 -3.11
H: 2.14 2.37 -0.18
H: 2.33 4.08 0.37
H: 0.71 5.05 1.95
H: -1.12 4.65 3.62
H: -2.13 2.35 3.80
H: -1.32 0.52 2.34

Atom charges from the Löwdin analysis, given in e for atoms 1 to 6: number 1, O, carries 0.05; number 2, C, carries -0.22; number 3, C, carries -0.20; number 4, C, carries -0.01; number 5, H, carries 0.09; number 6, C, carries -0.07

=====

Record 4
Entry from OMol25: a molecular structure, C26H40N4O11S5 in a non-equilibrium geometry (ωB97M-V/def2-TZVPD).

Output
electronic energy	-4052.07533	a.u.
HOMO energy	-8.326	eV
spin multiplicity	1
max |F|	1.8	eV Å⁻¹
HOMO-LUMO gap	7.86	eV

Positions of all 86 atoms, in Å:
C: -2.76 1.86 4.14
C: -2.34 2.37 3.14
C: -1.87 3.32 2.17
C: -2.76 4.01 1.26
O: -4.11 3.77 1.27
N: -4.70 4.01 2.58
O: -5.63 4.68 2.46
C: -2.25 4.89 0.37
N: -3.11 5.58 -0.58
C: -0.86 5.16 0.33
N: -0.25 6.03 -0.50
S: 1.30 5.92 -0.10
N: 1.34 4.81 1.05
C: 0.04 4.48 1.20
C: -0.52 3.54 2.12
O: 0.33 2.87 2.94
C: 0.60 1.49 2.52
C: 0.48 1.32 1.00
H: -3.14 1.47 5.05
H: -3.65 6.25 -0.05
H: -3.76 4.90 -0.96
H: 1.60 1.25 2.85
H: -0.07 0.78 2.99
H: 0.96 0.39 0.74
H: 0.99 2.11 0.44
H: -0.54 1.28 0.65
C: -3.29 -0.51 -3.79
C: -3.27 1.00 -3.52
C: -3.00 1.19 -2.02
S: -2.05 -0.24 -1.49
O: -2.85 -1.00 -0.56
O: -0.71 0.17 -1.18
C: -2.06 -1.08 -3.07
H: -3.26 -0.73 -4.86
H: -4.20 -0.95 -3.38
H: -2.47 1.46 -4.10
H: -4.20 1.47 -3.82
H: -2.43 2.09 -1.82
H: -3.93 1.21 -1.45
H: -2.11 -2.15 -2.91
H: -1.14 -0.82 -3.59
C: 4.12 -3.70 3.28
C: 2.63 -4.09 3.26
C: 1.83 -2.85 3.66
S: 2.81 -1.43 3.16
O: 3.22 -0.71 4.33
O: 2.16 -0.77 2.05
C: 4.20 -2.37 2.54
H: 4.74 -4.46 2.80
H: 4.46 -3.58 4.31
H: 2.35 -4.41 2.25
H: 2.43 -4.92 3.93
H: 0.86 -2.81 3.16
H: 1.69 -2.79 4.74
H: 5.12 -1.82 2.74
H: 4.07 -2.50 1.47
C: 1.02 -9.23 1.10
C: 0.83 -10.03 2.39
C: 1.80 -9.45 3.43
S: 2.05 -7.73 2.98
O: 3.43 -7.55 2.59
O: 1.43 -6.89 3.96
C: 1.04 -7.77 1.51
H: 0.22 -9.44 0.38
H: 1.97 -9.51 0.63
H: -0.20 -9.91 2.75
H: 1.00 -11.09 2.25
H: 1.39 -9.50 4.44
H: 2.76 -9.95 3.40
H: 1.47 -7.11 0.75
H: 0.04 -7.42 1.78
C: 0.88 5.52 -4.06
C: 1.87 5.90 -5.17
C: 1.21 5.56 -6.51
S: -0.56 5.68 -6.24
O: -1.14 4.36 -6.39
O: -1.08 6.81 -6.96
C: -0.48 6.07 -4.50
H: 1.17 5.92 -3.09
H: 0.83 4.43 -3.97
H: 2.07 6.97 -5.12
H: 2.82 5.39 -5.05
H: 1.50 6.25 -7.30
H: 1.43 4.53 -6.81
H: -1.32 5.61 -3.98
H: -0.51 7.15 -4.40

Atom charges from the Löwdin analysis, given in e for atoms 1 to 6: number 1, C, carries 0.16; number 2, C, carries -0.07; number 3, C, carries -0.09; number 4, C, carries -0.19; number 5, O, carries -0.04; number 6, N, carries 0.04

=====

Record 5
Entry from OMol25: 9 unconnected molecules or ions with the total composition C26H41BCl16F10N3O5S in a non-equilibrium geometry (ωB97M-V/def2-TZVPD).

Output
electronic energy	-10340.27113	a.u.
HOMO energy	-11.984	eV
spin multiplicity	1
max |F|	3.8	eV Å⁻¹
total charge	+1
HOMO-LUMO gap	8.65	eV

Positions of all 103 atoms, in Å:
C: -3.31 3.16 3.54
B: -2.09 2.16 3.23
O: -0.91 2.35 3.95
N: -2.13 1.02 2.23
C: -2.99 -0.13 2.19
C: -4.13 -0.48 3.18
C: -5.45 0.24 2.72
F: -6.49 -0.20 3.53
C: -2.62 -0.91 1.05
C: -3.18 -2.22 0.45
C: -4.08 -3.05 1.43
O: -5.24 -3.13 1.21
O: -3.47 -3.62 2.52
N: -1.52 -0.24 0.45
C: -0.75 -0.67 -0.73
C: -1.18 0.00 -2.08
C: -0.21 -0.58 -3.21
C: 0.92 0.45 -3.59
C: 2.37 0.00 -3.11
F: 2.99 1.18 -2.72
F: 2.23 -0.81 -2.01
C: 3.07 -0.67 -4.35
F: 3.39 0.31 -5.23
F: 2.17 -1.55 -4.90
S: 4.62 -1.66 -3.98
F: 5.53 -0.57 -4.80
F: 4.97 -0.83 -2.63
F: 3.82 -2.83 -3.19
F: 4.42 -2.53 -5.36
F: 5.98 -2.51 -3.73
C: -1.28 0.90 1.16
N: -0.23 1.71 0.65
C: 0.87 1.97 1.60
C: 1.25 3.35 2.19
O: 1.49 1.00 1.97
C: -0.69 2.89 -0.06
C: -2.24 3.08 -0.28
O: 0.03 3.72 -0.54
H: -3.93 2.71 4.36
H: -2.85 4.09 3.99
H: -3.94 3.41 2.66
H: -0.40 1.52 3.98
H: -4.26 -1.57 3.37
H: -3.83 -0.03 4.16
H: -5.61 0.00 1.63
H: -5.28 1.35 2.78
H: -3.85 -1.93 -0.41
H: -2.33 -2.79 0.01
H: -2.52 -3.68 2.33
H: 0.31 -0.36 -0.54
H: -0.75 -1.77 -0.86
H: -2.22 -0.36 -2.36
H: -1.21 1.11 -2.07
H: -0.87 -0.67 -4.12
H: 0.14 -1.61 -2.99
H: 0.97 0.66 -4.69
H: 0.67 1.44 -3.11
H: 0.36 3.91 2.56
H: 2.03 3.25 3.00
H: 1.69 3.96 1.35
H: -2.46 3.94 -0.97
H: -2.81 3.14 0.67
H: -2.56 2.16 -0.85
C: -5.76 3.35 -2.41
Cl: -5.39 1.62 -2.23
Cl: -4.37 4.35 -1.96
H: -6.02 3.55 -3.44
H: -6.59 3.60 -1.76
C: 5.22 -3.16 0.20
Cl: 6.36 -4.33 0.88
Cl: 3.64 -3.27 0.99
H: 5.62 -2.16 0.33
H: 5.10 -3.37 -0.86
C: 2.65 -4.28 -7.37
Cl: 1.68 -5.75 -7.52
Cl: 2.80 -3.45 -8.92
H: 2.18 -3.61 -6.66
H: 3.64 -4.55 -7.02
C: -8.09 5.30 0.96
Cl: -6.33 5.22 1.10
Cl: -8.58 5.95 -0.60
H: -8.50 4.29 1.07
H: -8.48 5.94 1.75
C: 4.53 -2.52 4.44
Cl: 6.20 -2.06 4.77
Cl: 3.39 -1.64 5.47
H: 4.30 -2.29 3.40
H: 4.41 -3.59 4.61
C: 5.66 -1.65 -10.23
Cl: 7.41 -1.75 -9.98
Cl: 5.28 -1.01 -11.83
H: 5.23 -2.64 -10.13
H: 5.24 -0.99 -9.47
C: 8.31 -2.77 7.96
Cl: 8.63 -4.49 8.22
Cl: 9.68 -1.77 8.46
H: 8.11 -2.60 6.91
H: 7.43 -2.49 8.54
C: -2.95 1.31 7.26
Cl: -4.32 2.41 7.35
Cl: -2.47 1.01 5.58
H: -2.10 1.76 7.78
H: -3.21 0.37 7.73

Atom charges from the Löwdin analysis, given in e for atoms 1 to 6: number 1, C, carries -0.02; number 2, B, carries -0.61; number 3, O, carries 0.05; number 4, N, carries 0.21; number 5, C, carries -0.05; number 6, C, carries -0.09